Formula: C35H38CrFN3O3Si
Source: the Open Molecules 2025 dataset
Level of theory: ωB97M-V with the def2-TZVPD basis set

```
82
C35H38CrFN3O3Si (ωB97M-V with the def2-TZVPD basis set)
C 0.3407 2.8589 -0.4979
C 0.7064 3.0461 -1.8788
C -0.4841 2.8758 -2.6785
H 1.6951 3.3597 -2.2118
C -1.5646 2.5533 -1.7881
C -1.0503 2.5561 -0.4393
H -1.6298 2.3986 0.4669
H 1.0014 2.9949 0.3526
H -0.5747 3.0631 -3.7552
H -2.6166 2.4199 -2.0523
Cr -0.0258 0.9697 -1.5790
C -0.1343 -1.7715 -4.3418
H -1.2393 -1.4314 -4.5024
H -0.1193 -1.4773 -3.2620
H 0.8485 -1.3044 -4.6763
Si -0.4243 -0.6567 -6.0427
C 1.2223 -0.5306 -6.8595
C 2.0380 0.6023 -6.9219
H 1.7592 1.4995 -6.3734
C 3.2066 0.5784 -7.7007
H 3.8346 1.4701 -7.7686
C 3.5709 -0.5707 -8.4169
H 4.4670 -0.5874 -9.0506
C 2.7516 -1.7055 -8.3460
H 3.0003 -2.6114 -8.8988
C 1.5975 -1.6807 -7.5713
H 0.9690 -2.5668 -7.5272
C -1.5152 0.6701 -6.7474
C -1.2407 1.0729 -8.0754
H -0.3473 0.6893 -8.5764
C -2.0797 1.9534 -8.7683
H -1.8210 2.2483 -9.7868
C -3.2313 2.4560 -8.1582
H -3.8923 3.1313 -8.7067
C -3.5022 2.0960 -6.8336
H -4.3902 2.5019 -6.3453
C -2.6481 1.2347 -6.1276
H -2.8499 0.9717 -5.0889
H -0.0248 -2.8481 -4.5238
H -0.8007 -2.0536 -6.4791
F 0.3714 2.7900 4.9801
C 0.2198 1.4788 4.5901
C 0.3232 1.2129 3.2460
C 0.2610 -0.1227 2.8100
C 0.4102 -0.4718 1.3993
O 0.9337 0.3288 0.5692
C -0.0143 -1.7956 1.0221
C -0.0242 -2.7654 1.9977
N 0.0994 -2.4883 3.3370
C 0.1377 -3.5230 4.3101
C 0.6556 -4.8778 3.9245
C 1.4731 -3.9928 4.8229
C 0.1315 -1.1581 3.7670
C 0.0758 -0.8606 5.1418
C 0.0536 0.4807 5.5801
N -0.1372 0.7672 6.9464
C 0.7326 0.0643 7.8789
C 0.0893 -0.0565 9.2496
N -0.3343 1.3075 9.6522
C -1.2675 1.9914 8.7295
C -0.5675 2.0867 7.3776
C -0.2242 -2.1620 -0.4405
O 0.1547 -3.2979 -0.7516
O -0.7785 -1.2778 -1.1938
H 0.4427 1.9971 2.5018
H -0.1407 -3.8202 1.7496
H -0.6603 -3.4670 5.0538
H 0.1732 -5.7318 4.3961
H 0.9874 -5.0118 2.8971
H 2.3684 -3.5199 4.4110
H 1.5216 -4.2799 5.8726
H -0.0149 -1.6665 5.8761
H 1.7014 0.5974 7.9830
H 0.9440 -0.9347 7.4814
H -0.8082 -0.6777 9.2421
H 0.8023 -0.4277 9.9891
H -0.7698 1.2707 10.5841
H 0.5080 1.8837 9.6590
H -1.4921 2.9888 9.1175
H -2.1796 1.3937 8.6827
H 0.3014 2.7728 7.4626
H -1.2622 2.4988 6.6329
```

Results
- DFT total energy (a.u.) = -3179.8318
- relative energy (zero: lowest compared OMol25 entry of this formula, charge and spin) (kJ/mol) = 12.1
- total charge = +1
- HOMO (alpha / beta) (hartree) = -0.2224 / -0.2786
- multiplicity = 4
- LUMO (alpha / beta) (eV) = -3.3 / -3.3

Löwdin atomic charge list, values in e, 6 entries: -0.20 -0.18 -0.18 0.10 -0.19 -0.19